# 1
The following is a DFT calculation (the ωB97M-V functional and the def2-TZVPD basis) of a structure of composition C7H7Cl5GeN2O4V.

Geometry (Å):
V: -1.986 -0.367 -0.343
C: -0.209 -2.170 1.713
C: 0.462 -0.859 1.333
N: 0.108 -0.078 0.353
C: 1.168 0.981 0.267
C: 2.046 0.747 1.295
N: 1.584 -0.368 1.976
C: 3.321 1.342 1.871
O: 3.854 2.391 1.259
O: 3.699 0.749 2.867
C: 1.129 2.129 -0.586
O: 1.935 3.071 -0.368
O: 0.211 2.113 -1.456
H: -0.664 -2.649 0.820
H: -0.998 -1.997 2.493
H: 0.566 -2.853 2.103
H: 2.040 -0.708 2.824
H: 3.241 2.795 0.570
Cl: -3.438 -1.438 0.502
Ge: -3.290 2.135 -0.363
Cl: -5.188 2.225 -1.396
Cl: -3.453 2.937 1.603
Cl: -0.156 -1.791 -5.167
C: -1.235 -2.231 -3.833
Cl: -1.991 -0.678 -3.105
H: -0.645 -2.624 -3.016
H: -2.112 -2.804 -4.215

Its total charge is +3. For the LUMO energy (alpha / beta), the calculation gives -15.94 / -16.29 eV.



# 2
The following is a DFT calculation (the ωB97M-V functional and the def2-TZVPD basis) of a cluster of 3 separate species, C7H7Cl6N in total.

Geometry (Å):
Cl: -0.667 0.552 -3.240
C: -1.261 -0.776 -2.168
Cl: -2.161 -0.174 -0.808
Cl: 0.156 -1.648 -1.534
H: -1.892 -1.468 -2.724
Cl: -4.126 -5.122 1.138
C: -3.410 -3.592 0.661
Cl: -4.513 -2.259 1.237
Cl: -3.268 -3.525 -1.089
H: -2.427 -3.432 1.104
C: 1.983 1.308 1.669
C: 2.195 2.733 1.695
C: 2.421 3.424 0.554
N: 2.485 2.849 -0.666
C: 2.204 1.473 -0.669
C: 1.945 0.700 0.425
H: 1.826 0.648 2.510
H: 2.126 3.159 2.685
H: 2.501 4.501 0.588
H: 2.148 0.995 -1.636
H: 1.734 -0.348 0.269

As for the SMILES: ClC(Cl)Cl.ClC(Cl)Cl.c1ccncc1. As for the energy relative to the best compared isomer or geometry (same formula, charge and spin): 0.3335 eV. For the LUMO energy, the calculation gives 0.36 eV.



# 3
The following is a DFT calculation (the ωB97M-V functional and the def2-TZVPD basis) of an isolated molecule of C7H7ClN2O2.

Geometry (Å):
C: 4.176 1.092 0.694
C: 3.139 0.407 0.269
C: 2.179 -0.429 -0.163
Cl: 2.581 -2.083 -0.277
C: 0.766 -0.040 -0.243
C: -0.211 -1.054 -0.172
N: -1.477 -0.831 -0.113
C: -2.662 -0.714 -0.576
C: -3.754 -0.291 0.331
N: 0.363 1.240 -0.390
O: 1.218 2.080 -0.751
O: -0.829 1.516 -0.131
H: 4.509 1.304 1.735
H: 4.793 1.653 0.050
H: 0.054 -2.053 -0.188
H: -3.005 -0.990 -1.636
H: -4.690 -0.768 -0.097
H: -3.604 0.806 0.343
H: -3.546 -0.846 1.316

As for the SMILES: C=C=C(Cl)/C(=C/N=C/C)[N+](=O)[O-]. As for the energy relative to the best compared isomer or geometry (same formula, charge and spin): 7.1783 eV. For the LUMO energy, the calculation gives -0.26 eV.



# 4
The following is a DFT calculation (the ωB97M-V functional and the def2-TZVPD basis) of an isolated molecule of C7H7ClNO3P.

Geometry (Å):
C: 2.484 -2.077 -0.785
P: 1.455 -0.655 -1.420
N: 2.713 0.471 -0.735
O: 2.370 1.314 0.037
O: 0.252 -0.573 -0.315
C: -0.659 0.508 -0.304
C: -1.149 1.077 -1.440
C: -2.192 1.979 -1.468
C: -2.690 2.366 -0.197
Cl: -3.943 3.557 -0.121
C: -2.247 1.737 0.997
C: -1.206 0.882 0.937
O: -0.820 0.212 2.058
H: 2.111 -2.124 0.164
H: 3.569 -2.138 -0.847
H: 1.899 -2.872 -1.299
H: -0.673 0.824 -2.356
H: -2.405 2.691 -2.305
H: -2.524 2.114 1.926
H: -1.442 0.436 2.688

As for the SMILES: CP(N=O)Oc1ccc(Cl)cc1O. As for the energy relative to the best compared isomer or geometry (same formula, charge and spin): 0.8442 eV. For the LUMO energy (alpha / beta), the calculation gives -0.11 / -0.11 eV.



# 5
The following is a DFT calculation (the ωB97M-V functional and the def2-TZVPD basis) of a cluster of 2 separate species, C7H7F2OP in total.

Geometry (Å):
C: 2.449 1.101 -0.158
C: 1.693 1.084 1.065
C: 2.097 0.223 -1.142
C: 0.632 0.259 1.229
C: 1.086 -0.688 -1.005
C: 0.337 -0.714 0.254
C: -2.177 -0.068 -0.475
O: -0.759 -1.449 0.342
F: -2.198 -0.639 -1.686
F: -1.491 1.039 -0.540
P: -3.629 -0.520 0.488
H: 3.227 1.877 -0.260
H: 2.021 1.702 1.862
H: 2.381 0.138 -2.244
H: 0.015 0.433 2.066
H: 0.726 -1.326 -1.905
H: -3.318 -1.846 0.361
H: -3.092 -0.605 1.750

As for the energy relative to the best compared isomer or geometry (same formula, charge and spin): 0.0000 eV. For the LUMO energy (alpha / beta), the calculation gives -0.70 / -0.69 eV.



# 6
The following is a DFT calculation (the ωB97M-V functional and the def2-TZVPD basis) of an isolated molecule of C7H7F3O2.

Geometry (Å):
O: 1.002 -0.207 -1.443
C: 0.574 1.054 -1.562
O: 0.739 1.582 -2.867
C: 0.437 1.927 -0.446
C: 0.918 1.660 0.880
C: 0.833 0.508 1.601
C: 0.135 -0.771 1.375
C: -0.814 -0.758 0.466
C: -1.587 -2.051 0.209
F: -1.570 -2.737 -1.082
F: -1.310 -3.046 1.159
F: -2.897 -1.772 0.370
H: 0.794 -0.452 -0.505
H: 0.847 0.881 -3.418
H: 0.497 3.005 -0.666
H: 0.882 2.551 1.531
H: 1.388 0.443 2.565
H: 0.496 -1.605 1.931
H: -1.366 -0.212 -0.099

As for the SMILES: OC(O)=C/C=C\C=C\C(F)(F)F. As for the energy relative to the best compared isomer or geometry (same formula, charge and spin): 1.3905 eV. For the LUMO energy, the calculation gives -0.46 eV.



# 7
The following is a DFT calculation (the ωB97M-V functional and the def2-TZVPD basis) of a cluster of 2 separate species, C7H7FN2O2 in total.

Geometry (Å):
C: -1.206 -0.702 -1.302
C: -1.119 0.697 -1.168
C: -0.579 -1.571 -0.389
C: -0.209 1.215 -0.266
C: 0.284 -1.106 0.507
C: 0.528 0.323 0.541
C: 1.542 0.766 1.484
N: 3.208 0.657 0.249
N: 3.193 -0.588 -0.370
O: 3.136 -1.528 0.384
O: 3.527 -0.643 -1.518
F: 2.996 1.616 -0.734
H: -2.022 -1.000 -2.032
H: -1.762 1.263 -1.831
H: -0.501 -2.630 -0.451
H: -0.345 2.215 0.023
H: 0.564 -1.733 1.374
H: 1.581 1.830 1.335
H: 1.969 0.220 2.295

As for the energy relative to the best compared isomer or geometry (same formula, charge and spin): 4.1083 eV. For the LUMO energy (alpha / beta), the calculation gives -1.07 / -1.07 eV.



# 8
The following is a DFT calculation (the ωB97M-V functional and the def2-TZVPD basis) of a cluster of 2 separate species, C7H7FO2 in total.

Geometry (Å):
C: 1.300 1.612 -0.061
C: 2.112 0.494 -0.029
C: -0.077 1.458 -0.199
C: 1.573 -0.778 -0.136
C: -0.569 0.192 -0.306
C: 0.194 -0.950 -0.271
C: -3.113 -0.068 -0.315
O: -0.382 -2.177 -0.370
O: -3.461 -0.688 0.814
F: -3.447 1.242 -0.371
H: 1.728 2.599 0.030
H: 3.179 0.606 0.084
H: -0.729 2.318 -0.221
H: 2.214 -1.649 -0.104
H: -3.315 -0.597 -1.230
H: 0.292 -2.861 -0.264
H: -3.335 -0.100 1.571

As for the energy relative to the best compared isomer or geometry (same formula, charge and spin): 2.2452 eV. For the LUMO energy (alpha / beta), the calculation gives 0.42 / 0.52 eV.



# 9
The following is a DFT calculation (the ωB97M-V functional and the def2-TZVPD basis) of a structure of composition C7H7FeN5O4.

Geometry (Å):
Fe: 0.143 -0.078 -0.746
O: -0.302 2.879 -0.826
C: -0.274 1.784 -1.325
C: -0.191 -1.910 -0.656
O: -0.042 -3.048 -0.502
C: 1.874 0.284 -0.975
O: 3.029 0.353 -1.028
C: -1.602 0.554 -0.662
O: -2.762 0.641 -0.660
C: -0.166 1.370 -2.793
H: -1.077 1.709 -3.336
H: 0.723 1.817 -3.281
C: -0.089 -0.130 -2.675
H: 0.751 -0.606 -3.173
H: -1.041 -0.625 -2.904
N: -0.701 -1.617 3.953
N: -0.211 -0.732 3.001
N: 0.898 0.012 3.244
C: 1.228 0.411 2.022
N: 0.414 -0.110 1.083
N: -0.518 -0.873 1.729
H: -1.661 -1.865 3.766
H: -0.534 -1.230 4.885
H: 2.112 1.009 1.860

Its total charge is +3. The spin multiplicity is 6. For the LUMO energy (alpha / beta), the calculation gives -13.29 / -17.35 eV.



# 10
The following is a DFT calculation (the ωB97M-V functional and the def2-TZVPD basis) of a structure of composition C7H7LaO6.

Geometry (Å):
O: -0.535 5.932 -2.654
C: -0.419 4.895 -3.105
La: 1.226 0.807 -0.678
C: 0.683 -1.999 -1.173
O: 0.404 -2.995 -1.713
C: -0.058 -0.488 -3.476
O: -0.216 0.116 -4.421
C: 2.617 -0.630 -2.339
O: 3.162 -1.278 -3.120
C: -1.135 -0.182 -1.972
O: -2.164 -0.728 -2.231
H: 2.083 1.937 0.341
C: -0.794 -0.784 3.784
C: -0.818 -0.747 2.276
O: 0.210 0.114 1.647
H: 0.147 -1.139 4.189
H: -1.553 -1.453 4.204
H: -1.004 0.178 4.238
H: -0.648 -1.723 1.867
H: -1.773 -0.406 1.917
H: 0.585 0.572 2.420

Its total charge is +2. As for the energy relative to the best compared isomer or geometry (same formula, charge and spin): 1.7365 eV. For the LUMO energy, the calculation gives -9.43 eV.



# 11
The following is a DFT calculation (the ωB97M-V functional and the def2-TZVPD basis) of a cluster of 2 separate species, C7H7N in total.

Geometry (Å):
C: 1.624 -0.575 -1.211
C: 1.748 -0.711 0.234
C: 1.258 0.292 0.986
N: 0.472 1.236 0.527
C: 0.178 1.379 -0.742
C: 0.778 0.436 -1.665
H: 2.190 -1.344 -1.831
H: 2.445 -1.487 0.746
H: 1.426 0.485 2.101
H: -0.651 1.981 -1.107
H: 0.450 0.497 -2.701
C: -2.834 -0.717 0.565
C: -2.938 -0.267 1.695
H: -3.249 -1.117 -0.420
H: -2.895 -0.088 2.824

As for the SMILES: c1ccncc1.C#C. As for the energy relative to the best compared isomer or geometry (same formula, charge and spin): 2.8332 eV. For the LUMO energy, the calculation gives 1.01 eV.



# 12
The following is a DFT calculation (the ωB97M-V functional and the def2-TZVPD basis) of a cluster of 2 separate species, C7H7N in total.

Geometry (Å):
C: -0.524 0.080 0.599
C: -1.823 0.745 0.516
C: -2.228 1.289 -0.722
N: -1.577 0.974 -1.761
C: -0.542 0.227 -1.729
C: 0.122 -0.294 -0.562
H: -0.121 0.072 1.755
H: -2.366 0.848 1.487
H: -3.181 1.867 -0.758
H: -0.138 0.037 -2.734
H: 1.102 -0.871 -0.698
C: 2.264 -1.445 1.384
C: 3.388 -1.254 1.022
H: 1.373 -1.338 1.892
H: 4.249 -0.938 0.311

As for the SMILES: c1ccncc1.C#C. As for the energy relative to the best compared isomer or geometry (same formula, charge and spin): 3.1651 eV. For the LUMO energy, the calculation gives 0.90 eV.



Asked for maximum force across the records above, the calculation gives 0.10551, 0.07944, 0.08343, 0.06607, 0.07906, 0.15717, 0.08537, 0.07719, 0.18460, 0.15281, 0.07465, 0.10653 Eh/bohr in order.
Asked for electronic energy across the records above, the calculation gives -163320.4566, -83996.2906, -26963.0739, -36813.0738, -24139.6981, -19616.4163, -17157.2540, -14181.3931, -57355.7820, -20494.9072, -8858.7912, -8858.4593 eV in order.